1.
{
  "formula": "CClO2S",
  "method": "ωB97M-V/def2-TZVPD",
  "charge": -1,
  "spin_multiplicity": 1,
  "de_lowest_ev": 2.985,
  "homo_ev": -2.4421,
  "symbols": ["C", "O", "O", "S", "Cl"],
  "coordinates": [[0.9194, 0.9168, 0.2389], [0.7416, 0.5198, 1.3061], [-1.4588, -1.1093, -0.9749], [1.3546, 1.4757, -1.0816], [-1.5568, -1.8029, 0.5115]],
  "forces_ev_per_angstrom": [[-0.5, -1.6, 3.5], [-0.4, 0.0, 0.0], [0.2, 0.4, -0.5], [0.8, 1.5, -3.6], [-0.1, -0.3, 0.6]]
}

***

2.
{
  "formula": "C12H28N2O16S2V",
  "method": "ωB97M-V/def2-TZVPD",
  "charge": -1,
  "spin_multiplicity": 1,
  "de_lowest_ev": 1.911,
  "homo_ev": -6.7854,
  "symbols": ["O", "V", "O", "C", "C", "O", "O", "H", "H", "H", "C", "C", "O", "O", "H", "H", "H", "O", "S", "O", "O", "C", "C", "C", "H", "H", "H", "H", "H", "H", "H", "H", "O", "S", "O", "O", "C", "C", "C", "H", "H", "H", "H", "H", "H", "H", "H", "C", "N", "O", "O", "H", "H", "H", "C", "N", "O", "O", "H", "H", "H"],
  "coordinates": [[-20.7196, -11.7617, 5.9766], [-19.9760, -12.3593, 4.7371], [-18.5467, -11.6811, 4.6479], [-22.2871, -12.6124, 1.1919], [-21.1923, -12.3220, 2.2277], [-21.3145, -11.4380, 3.1419], [-20.1240, -12.9064, 2.2561], [-22.1993, -11.9856, 0.3046], [-23.2998, -12.6693, 1.5912], [-22.0063, -13.5736, 0.7614], [-19.7094, -16.5163, 4.9804], [-19.9130, -14.9766, 5.1980], [-19.0199, -14.2714, 5.6406], [-20.9771, -14.3881, 4.8898], [-19.1480, -16.8137, 4.0947], [-20.6857, -17.0011, 4.9788], [-19.1612, -16.9553, 5.8139], [-24.9684, -14.2929, 9.4118], [-24.4605, -13.0724, 8.8116], [-25.1124, -12.4741, 7.6588], [-24.2232, -11.8666, 9.9427], [-23.8432, -12.2914, 11.2226], [-22.9832, -11.1816, 11.7085], [-22.6050, -13.3213, 8.4534], [-23.2101, -13.1784, 11.2444], [-24.7309, -12.5829, 11.7840], [-23.3413, -10.2106, 11.3663], [-21.9866, -11.3932, 11.3213], [-23.0116, -11.2359, 12.7968], [-22.1735, -12.4370, 7.9844], [-22.4582, -14.1702, 7.7857], [-22.1229, -13.5756, 9.3973], [-13.9101, -13.2758, 2.5334], [-15.1648, -13.6474, 3.1618], [-16.4088, -13.5917, 2.4034], [-15.0510, -15.2036, 3.7175], [-16.2105, -15.7527, 4.3082], [-16.0664, -17.2772, 4.3979], [-15.3202, -12.7531, 4.8920], [-17.1786, -15.4950, 3.8787], [-16.2812, -15.4038, 5.3384], [-16.9974, -17.7448, 4.7187], [-15.3639, -17.6470, 5.1449], [-15.8390, -17.6539, 3.4007], [-14.4069, -13.1497, 5.3355], [-16.2022, -13.1204, 5.4168], [-15.4911, -11.6811, 4.7938], [-17.0298, -10.4028, 2.1291], [-16.1678, -10.1715, 0.9089], [-16.6386, -9.5215, -0.0285], [-15.0145, -10.5407, 0.9817], [-16.3063, -10.6159, 2.9160], [-17.7078, -11.2144, 1.8650], [-17.6856, -9.5534, 2.3204], [-23.5854, -10.4241, 5.2097], [-24.8499, -10.0069, 4.5972], [-25.5116, -9.2388, 5.2236], [-25.2067, -10.4849, 3.5261], [-23.8264, -10.7307, 6.2275], [-22.9079, -9.5712, 5.2519], [-23.1900, -11.1987, 4.5527]],
  "forces_ev_per_angstrom": [[-0.2, 0.6, 0.6], [-0.4, -1.1, -1.6], [-0.1, 0.1, 0.0], [1.0, -0.6, -0.2], [-0.2, 1.2, 0.7], [-1.3, 0.4, 1.6], [1.7, -2.6, -0.8], [-0.2, 0.6, 0.4], [0.2, 0.4, 0.0], [-0.2, -0.3, 0.3], [-0.6, 0.6, 0.9], [-1.2, -1.4, -1.1], [3.0, 1.5, 0.7], [-1.1, -0.3, -1.1], [-0.2, 0.6, -0.2], [0.0, 0.1, -0.3], [0.1, 0.3, 0.2], [0.2, 1.5, -0.2], [2.3, 0.2, -0.9], [0.7, -0.5, 1.8], [-1.3, -1.5, -2.6], [0.0, -0.7, 0.4], [0.0, 0.1, 1.0], [-1.4, -0.2, 0.0], [-0.1, -0.3, -0.5], [-0.1, 0.5, 0.3], [0.1, -0.1, 0.1], [0.1, 0.5, 0.2], [0.5, 0.3, 0.1], [-0.3, 0.1, 0.1], [-0.4, 0.1, -0.1], [-0.1, 0.2, 0.0], [-1.4, -0.9, 1.1], [-1.4, 0.5, 0.6], [1.6, 0.2, 0.9], [0.7, 1.5, -1.1], [-0.8, -1.2, 1.9], [-0.2, 0.1, -0.4], [-0.2, -1.4, -1.8], [0.4, 0.3, -0.7], [0.0, 0.3, 0.1], [-0.3, 0.3, -0.2], [0.5, 0.4, -0.3], [0.2, -0.2, 0.1], [0.0, 0.7, 0.2], [0.0, -0.4, -0.3], [0.7, -0.1, -0.3], [0.0, -0.2, -0.7], [-0.3, 1.6, 0.0], [0.3, -0.9, 0.7], [-0.3, -0.2, -0.2], [-0.6, -0.1, 0.0], [0.3, -0.4, 0.4], [0.5, 0.2, -0.1], [0.6, -0.6, -0.3], [-0.2, -0.9, -1.1], [-1.1, 1.5, 1.0], [0.6, 0.1, 0.3], [0.1, -0.2, -0.2], [-0.1, 0.0, -0.2], [0.2, 0.1, 0.5]]
}